# 1
C27H19BeClN7Se | the ωB97M-V functional and the def2-TZVPD basis

The energy relative to the best compared isomer or geometry (same formula, charge and spin) is 18.7 kJ/mol. The value obtained for the LUMO energy (alpha / beta) is 0.94 / 0.96 eV. The energy comes out at -117009.8519 eV. Its HOMO energy (alpha / beta) is -3.406 / -5.001 eV.

```
! wB97M-V def2-TZVPD RIJCOSX def2/J DEFGRID3
* xyz -1 1
Be -0.13 -0.79 0.54
C 3.11 -0.18 -3.80
C 3.78 0.40 -2.73
C 3.24 0.41 -1.46
C 1.98 -0.16 -1.22
C 1.32 -0.76 -2.30
C 1.87 -0.77 -3.57
N 1.37 -0.18 0.03
N 2.10 0.30 1.03
C 1.41 0.23 2.22
C 2.03 0.73 3.37
C 1.33 0.75 4.57
C 0.02 0.28 4.62
C -0.58 -0.21 3.46
C 0.08 -0.27 2.23
H 3.55 -0.18 -4.79
H 4.75 0.86 -2.89
H 3.76 0.86 -0.63
H 0.38 -1.27 -2.11
H 1.34 -1.25 -4.38
H 3.04 1.11 3.30
H 1.80 1.14 5.46
H -0.53 0.30 5.55
H -1.60 -0.57 3.55
Cl -5.79 4.23 0.46
C -4.12 3.75 0.40
C -3.54 3.12 1.50
C -2.23 2.72 1.44
C -1.45 2.91 0.27
C -0.13 2.43 0.21
C -2.07 3.57 -0.82
C -3.38 3.98 -0.76
H -4.14 2.94 2.39
H -1.77 2.21 2.28
H 0.40 2.19 1.12
H 0.47 2.57 -0.68
H -1.50 3.74 -1.72
H -3.85 4.47 -1.60
N -2.14 -6.35 0.27
C -1.26 -5.63 0.06
N -0.19 -4.89 -0.20
C -0.24 -3.63 0.04
N -0.19 -2.49 0.24
Se -3.01 -0.80 1.10
N -1.79 -0.36 -0.12
C -2.42 0.23 -1.12
C -1.81 0.72 -2.32
C -2.60 1.27 -3.27
C -4.02 1.40 -3.10
C -4.64 0.97 -1.97
C -3.84 0.35 -0.96
N -4.34 -0.14 0.17
H -0.74 0.65 -2.46
H -2.16 1.63 -4.19
H -4.61 1.87 -3.88
H -5.70 1.07 -1.81
*
```


# 2
C27H19BrCsN6O2 | the ωB97M-V functional and the def2-TZVPD basis

The value obtained for the LUMO energy is 1.93 eV. The energy comes out at -111934.2809 eV. Its HOMO energy is -4.484 eV.

```
! wB97M-V def2-TZVPD RIJCOSX def2/J DEFGRID3
* xyz -1 1
Cs -2.18 -0.65 0.51
O -6.48 -1.73 2.22
C -5.33 -1.22 2.44
N -4.17 -1.91 2.43
C -4.38 -3.32 2.25
C -3.12 -4.14 2.23
C -2.92 -5.26 3.02
C -1.76 -6.02 2.98
C -0.78 -5.59 2.09
C -1.01 -4.44 1.39
N -2.14 -3.73 1.42
C -5.24 0.29 2.45
C -6.32 1.00 1.97
C -6.21 2.40 1.84
C -5.06 3.03 2.26
C -4.05 2.20 2.77
N -4.10 0.88 2.84
H -4.83 -3.45 1.26
H -5.10 -3.69 3.00
H -3.69 -5.50 3.71
H -1.58 -6.77 3.73
H 0.12 -6.19 1.96
H -0.21 -4.02 0.76
H -7.19 0.46 1.59
H -7.01 2.92 1.36
H -4.92 4.11 2.21
H -3.04 2.57 2.99
Br 5.10 7.39 -3.74
C 5.21 5.50 -3.47
C 6.27 4.94 -2.70
C 6.27 3.54 -2.58
C 5.35 2.73 -3.21
C 4.29 3.33 -3.89
C 4.24 4.70 -4.02
N 5.52 1.31 -3.20
N 4.74 0.57 -2.55
C 3.64 0.89 -1.76
C 3.33 2.10 -1.09
C 2.21 2.19 -0.28
C 1.35 1.10 0.01
O 0.36 1.23 0.77
C 1.71 -0.19 -0.61
N 0.87 -1.24 -0.36
C 0.98 -2.36 -1.06
C 2.09 -2.55 -1.94
C 2.99 -1.50 -2.12
C 2.84 -0.27 -1.50
H 7.07 5.58 -2.32
H 7.01 3.02 -2.08
H 3.62 2.67 -4.44
H 3.43 5.24 -4.49
H 3.92 3.01 -1.14
H 1.99 3.17 0.20
H 0.27 -3.12 -0.88
H 2.13 -3.46 -2.50
H 3.85 -1.73 -2.71
*
```


# 3
C27H19ClN4O6STc | the ωB97M-V functional and the def2-TZVPD basis

The energy relative to the best compared isomer or geometry (same formula, charge and spin) is 43.6 kJ/mol. The value obtained for the LUMO energy (alpha / beta) is -8.76 / -8.65 eV. The energy comes out at -72093.2828 eV. Its HOMO energy (alpha / beta) is -14.952 / -14.943 eV. Its expectation value of S² is 3.790.

```
! wB97M-V def2-TZVPD RIJCOSX def2/J DEFGRID3
* xyz 2 4
Tc 0.52 -1.43 -0.30
C -6.61 0.59 -3.40
C -5.44 0.34 -2.49
C -4.48 -0.62 -2.81
C -3.40 -0.84 -1.99
C -3.29 -0.08 -0.82
C -4.24 0.88 -0.46
C -5.31 1.07 -1.30
S -1.94 -0.27 0.19
O -2.02 0.49 1.39
O -1.52 -1.72 0.32
N -0.53 0.12 -0.65
C 0.00 1.24 -1.33
C -0.60 2.43 -1.62
C 0.14 3.42 -2.31
C 1.44 3.19 -2.68
C 2.07 1.95 -2.39
C 3.38 1.60 -2.77
C 3.88 0.35 -2.48
C 3.09 -0.56 -1.78
N 1.85 -0.26 -1.40
C 1.32 0.98 -1.71
H -6.75 -0.23 -4.11
H -6.44 1.50 -3.97
H -7.53 0.73 -2.84
H -4.59 -1.21 -3.71
H -2.67 -1.61 -2.23
H -4.14 1.44 0.47
H -6.07 1.80 -1.04
H -1.63 2.62 -1.34
H -0.32 4.36 -2.54
H 2.00 3.95 -3.22
H 3.99 2.32 -3.31
H 4.88 0.06 -2.77
H 3.46 -1.54 -1.52
O 1.83 -5.87 3.16
C 1.88 -4.74 3.86
O 2.00 -4.73 5.04
C 1.75 -3.43 3.10
C 1.78 -2.17 3.70
Cl 1.83 -1.86 5.34
N 1.69 -1.20 2.76
N 1.54 -1.81 1.54
C 1.60 -3.14 1.76
C 1.49 -3.98 0.54
O 1.64 -5.16 0.49
O 1.23 -3.23 -0.55
C 1.97 0.23 2.86
C 2.75 0.75 3.89
C 3.03 2.11 3.92
C 2.55 2.96 2.95
C 1.79 2.44 1.91
C 1.51 1.08 1.87
H 1.76 -5.73 2.19
H 3.18 0.12 4.65
H 3.64 2.49 4.73
H 2.77 4.02 2.99
H 1.40 3.08 1.13
H 0.90 0.71 1.08
*
```


# 4
C27H20Cl2N4O7Sn | the ωB97M-V functional and the def2-TZVPD basis

The energy relative to the best compared isomer or geometry (same formula, charge and spin) is 144.0 kJ/mol. The value obtained for the LUMO energy is 4.05 eV. The energy comes out at -79492.8951 eV. Its HOMO energy is -0.899 eV.

```
! wB97M-V def2-TZVPD RIJCOSX def2/J DEFGRID3
* xyz -2 1
Sn 0.28 1.09 -0.48
O 0.06 2.83 -4.66
C 0.26 2.46 -3.49
N 0.05 1.30 -2.89
C -0.64 0.25 -3.50
C -1.68 0.37 -4.34
C -2.46 -0.77 -4.81
C -2.18 -2.02 -4.42
C -1.06 -2.32 -3.48
C -0.19 -1.12 -3.15
N 0.87 -1.26 -2.45
C 1.50 -2.45 -2.18
O 1.90 -3.23 -3.02
C 1.83 -2.68 -0.72
C 2.37 -3.90 -0.34
C 2.68 -4.10 0.99
C 2.46 -3.06 1.89
C 1.92 -1.88 1.42
N 1.61 -1.69 0.14
C 0.81 3.48 -2.51
C 1.24 4.72 -2.97
C 1.67 5.66 -2.06
C 1.64 5.35 -0.71
C 1.20 4.10 -0.32
N 0.80 3.18 -1.20
H -1.98 1.36 -4.66
H -3.32 -0.57 -5.45
H -2.80 -2.87 -4.68
H -0.44 -3.13 -3.87
H 2.51 -4.66 -1.10
H 3.09 -5.04 1.33
H 2.71 -3.16 2.94
H 1.73 -1.04 2.08
H 1.20 4.89 -4.04
H 2.01 6.64 -2.40
H 1.96 6.06 0.05
H 1.17 3.80 0.72
O -1.58 -2.78 -2.25
O -2.03 -4.15 -2.49
Cl 1.72 1.90 1.58
C -1.75 -2.38 3.35
C -1.01 -1.23 3.95
C 0.13 -1.43 4.72
C 0.81 -0.34 5.26
Cl 2.24 -0.63 6.22
C 0.38 0.95 5.04
C -0.76 1.16 4.28
C -1.45 0.08 3.75
O -2.61 0.25 3.03
C -2.41 0.65 1.67
C -2.04 2.12 1.41
O -2.41 3.00 2.18
O -1.41 2.29 0.30
H -1.33 -3.33 3.67
H -1.72 -2.34 2.25
H -2.81 -2.35 3.62
H 0.50 -2.43 4.90
H 0.94 1.78 5.44
H -1.12 2.16 4.07
H -3.37 0.48 1.18
H -1.69 -0.03 1.20
*
```


# 5
C27H20N2Pt | the ωB97M-V functional and the def2-TZVPD basis

The energy relative to the best compared isomer or geometry (same formula, charge and spin) is 600.2 kJ/mol. The value obtained for the LUMO energy (alpha / beta) is -8.16 / -8.16 eV. The energy comes out at -34529.5201 eV. Its HOMO energy (alpha / beta) is -13.848 / -13.957 eV.

```
! wB97M-V def2-TZVPD RIJCOSX def2/J DEFGRID3
* xyz 2 1
Pt -0.34 -0.57 0.85
N 0.75 -2.66 0.79
C 1.91 -2.55 -0.07
C 2.83 -3.67 -0.15
C 4.17 -3.55 -0.07
C 5.11 -2.40 0.03
C 5.11 -1.19 -0.94
C 2.15 -1.35 -0.63
C 2.62 0.52 -1.99
C 2.95 1.41 -3.00
C 2.70 2.76 -2.77
C 2.12 3.19 -1.58
C 1.78 2.28 -0.58
C 2.03 0.95 -0.82
H 0.91 -3.11 1.69
H 0.07 -3.24 0.30
H 2.42 -4.68 -0.11
H 4.70 -4.50 -0.03
H 6.12 -2.75 0.20
H 6.12 -0.91 -1.23
H 3.39 1.08 -3.93
H 2.95 3.48 -3.54
H 1.93 4.24 -1.42
H 1.32 2.61 0.35
C 0.09 1.51 4.46
C 1.47 1.64 4.56
C 2.30 1.16 3.56
C 1.76 0.51 2.45
C 0.37 0.40 2.38
C -0.48 0.88 3.36
C 2.55 -0.06 1.35
C 3.79 -0.51 1.46
C 4.87 -0.98 0.54
C 4.23 -1.29 -2.09
C 4.77 -1.65 -3.31
C 3.92 -1.96 -4.37
C 2.51 -1.91 -4.28
C 1.96 -1.50 -3.11
C 2.79 -1.04 -1.98
N 1.78 -0.15 0.09
H -0.56 1.90 5.24
H 1.90 2.14 5.42
H 3.37 1.31 3.64
H -1.55 0.76 3.28
H 4.18 -0.49 2.48
H 5.80 -0.60 0.94
H 5.84 -1.76 -3.43
H 4.37 -2.27 -5.31
H 1.90 -2.19 -5.12
H 0.88 -1.40 -3.01
*
```


# 6
C27H20N5O3RuS4Se | the ωB97M-V functional and the def2-TZVPD basis

The energy relative to the best compared isomer or geometry (same formula, charge and spin) is 58.7 kJ/mol. The value obtained for the LUMO energy (alpha / beta) is -4.19 / -5.25 eV. The energy comes out at -153178.8836 eV. Its HOMO energy (alpha / beta) is -9.451 / -10.225 eV. Its expectation value of S² is 6.116.

```
! wB97M-V def2-TZVPD RIJCOSX def2/J DEFGRID3
* xyz 1 5
Ru 2.14 -1.90 0.70
O -0.93 -5.84 5.40
C -0.41 -5.16 4.58
S -0.54 -5.44 2.83
C 0.41 -4.06 2.32
C 0.92 -3.27 3.32
S 1.85 -1.85 3.06
S 0.58 -3.72 4.97
S 0.62 -3.77 0.66
C -7.11 -0.30 1.19
O -6.24 -0.93 0.27
C -5.50 -0.19 -0.56
C -5.54 1.21 -0.64
C -4.69 1.88 -1.48
C -3.71 1.19 -2.21
C -3.72 -0.23 -2.19
C -4.62 -0.89 -1.40
N -2.82 1.90 -2.95
N -1.72 1.54 -3.33
C -0.81 0.71 -2.80
C 0.02 -0.03 -3.67
C 0.94 -0.93 -3.21
C 1.15 -1.09 -1.82
O 2.03 -1.87 -1.34
C 0.38 -0.28 -0.91
N 0.66 -0.43 0.40
C 0.01 0.31 1.29
C -0.92 1.27 0.91
C -1.21 1.46 -0.43
C -0.58 0.64 -1.38
H -7.52 -1.10 1.79
H -7.91 0.23 0.68
H -6.56 0.39 1.83
H -6.26 1.77 -0.06
H -4.72 2.96 -1.54
H -3.06 -0.78 -2.84
H -4.67 -1.97 -1.40
H -0.15 0.08 -4.73
H 1.50 -1.54 -3.89
H 0.26 0.15 2.33
H -1.39 1.87 1.67
H -1.88 2.24 -0.73
C 4.39 -0.31 -1.72
N 4.15 0.13 -0.37
C 3.96 -0.67 0.73
Se 4.46 -2.55 0.82
N 4.02 0.14 1.84
C 4.16 1.45 1.45
C 4.25 2.63 2.17
C 4.40 3.80 1.44
C 4.43 3.80 0.05
C 4.34 2.62 -0.68
C 4.23 1.44 0.04
H 4.28 -1.39 -1.78
H 5.40 -0.04 -2.02
H 3.68 0.16 -2.41
H 3.97 -0.20 2.79
H 4.21 2.63 3.25
H 4.48 4.74 1.97
H 4.53 4.74 -0.47
H 4.36 2.63 -1.76
*
```


# 7
C27H21AlCl5N5O7S | the ωB97M-V functional and the def2-TZVPD basis

The energy relative to the best compared isomer or geometry (same formula, charge and spin) is 1589.2 kJ/mol. The value obtained for the LUMO energy is -1.83 eV. The energy comes out at -130155.7030 eV. Its HOMO energy is -8.840 eV.

```
! wB97M-V def2-TZVPD RIJCOSX def2/J DEFGRID3
* xyz 0 1
Al 0.44 -1.20 0.04
Cl -3.36 -0.10 -1.87
C -3.81 -1.00 -0.32
C -0.99 -1.89 -1.14
C -1.46 -3.01 -1.67
Cl -0.50 -4.47 -1.48
C -2.72 -3.28 -2.38
Cl -2.58 -4.05 -3.91
C -3.91 -3.02 -1.83
Cl -5.39 -3.52 -2.58
C -4.05 -2.29 -0.57
Cl -4.58 -3.26 0.79
O 1.37 -2.80 0.59
C 2.58 -3.05 0.51
C 3.58 -2.12 0.10
C 4.92 -2.54 0.06
C 5.89 -1.65 -0.30
C 5.57 -0.32 -0.62
C 4.27 0.11 -0.58
C 3.24 -0.78 -0.23
O 2.01 -0.36 -0.21
N 7.29 -2.08 -0.34
O 8.12 -1.25 -0.64
O 7.53 -3.24 -0.04
H 2.90 -4.06 0.79
H 5.19 -3.56 0.31
H 6.37 0.35 -0.89
H 4.00 1.12 -0.83
N -2.42 1.11 5.83
C -1.37 0.28 5.81
S -0.63 -0.32 7.14
C -0.94 -0.13 4.44
C -1.87 -0.39 3.44
C -1.43 -0.75 2.18
N -0.13 -0.86 1.90
C 0.78 -0.62 2.86
C 0.41 -0.26 4.14
H -2.76 1.43 6.72
H -2.77 1.55 5.00
H -2.94 -0.33 3.62
H -2.14 -0.93 1.38
H 1.82 -0.71 2.58
H 1.16 -0.08 4.90
C 1.07 2.02 -2.90
C -0.45 2.00 -2.99
C -1.18 2.51 -1.72
C -0.81 3.99 -1.46
C -1.64 4.73 -0.41
C -2.69 2.42 -2.01
O -3.19 3.32 -2.64
N -3.51 1.42 -1.49
C -1.56 -0.52 -1.21
O -2.84 -0.48 -3.21
N -0.70 0.28 -0.66
C -0.78 1.68 -0.50
O -0.43 2.13 0.56
H 1.50 1.61 -3.81
H 1.43 1.42 -2.06
H 1.45 3.04 -2.79
H -0.80 1.00 -3.24
H -0.79 2.65 -3.81
H -0.89 4.51 -2.42
H 0.24 4.02 -1.16
H -2.69 4.78 -0.70
H -1.27 5.75 -0.31
H -1.56 4.25 0.56
H -4.63 -0.14 -2.32
*
```


# 8
C27H21BF2N3O4PbS2 | the ωB97M-V functional and the def2-TZVPD basis

The energy relative to the best compared isomer or geometry (same formula, charge and spin) is 272.9 kJ/mol. The value obtained for the LUMO energy is 1.59 eV. The energy comes out at -74035.7796 eV. Its HOMO energy is -5.105 eV.

```
! wB97M-V def2-TZVPD RIJCOSX def2/J DEFGRID3
* xyz -1 1
Pb -0.19 1.41 0.53
S 0.44 4.15 1.88
C -1.16 3.01 3.78
S -1.60 1.64 2.85
C -1.70 3.23 5.04
C -1.39 4.44 5.74
N -1.15 5.42 6.30
C -2.59 2.30 5.66
N -3.29 1.57 6.20
C 0.95 5.70 -2.11
C 0.65 5.37 -0.68
O 1.31 4.52 -0.08
C -0.45 5.95 0.06
C -1.30 6.95 -0.44
C -2.36 7.38 0.31
C -2.59 6.81 1.56
C -1.76 5.83 2.08
C -0.67 5.39 1.33
O -0.31 3.98 3.42
H 1.91 5.28 -2.39
H 0.94 6.78 -2.27
H 0.17 5.26 -2.73
H -1.10 7.37 -1.42
H -3.02 8.15 -0.07
H -3.44 7.14 2.15
H -1.96 5.42 3.06
C 4.90 -5.18 -3.13
C 3.82 -5.24 -2.08
C 3.97 -6.09 -0.98
C 2.98 -6.16 -0.01
C 1.85 -5.37 -0.11
C 1.68 -4.52 -1.21
N 0.55 -3.67 -1.32
C -0.66 -3.89 -0.67
C -1.21 -5.19 -0.61
C -2.43 -5.41 -0.02
C -3.16 -4.36 0.53
C -2.63 -3.08 0.47
C -1.40 -2.82 -0.13
C -0.90 -1.40 -0.15
O 0.07 -1.08 -0.87
O -1.52 -0.56 0.58
C 2.66 -4.47 -2.21
C 2.46 -3.57 -3.41
H 5.84 -5.58 -2.73
H 5.09 -4.16 -3.46
H 4.63 -5.77 -4.01
H 4.87 -6.69 -0.89
H 3.11 -6.81 0.85
H 1.09 -5.39 0.66
H 0.74 -2.67 -1.40
H -0.65 -6.00 -1.05
H -2.83 -6.42 0.01
H -4.12 -4.54 1.00
H -3.16 -2.24 0.90
H 2.96 -2.60 -3.28
H 1.40 -3.38 -3.56
H 2.87 -4.03 -4.31
F -3.08 1.75 -1.26
B -2.03 2.42 -0.77
F -2.06 3.73 -1.10
*
```


What did the first record say?
C27H19BeClN7Se | the ωB97M-V functional and the def2-TZVPD basis

The energy relative to the best compared isomer or geometry (same formula, charge and spin) is 18.7 kJ/mol. The value obtained for the LUMO energy (alpha / beta) is 0.94 / 0.96 eV. The energy comes out at -117009.8519 eV. Its HOMO energy (alpha / beta) is -3.406 / -5.001 eV.

```
! wB97M-V def2-TZVPD RIJCOSX def2/J DEFGRID3
* xyz -1 1
Be -0.13 -0.79 0.54
C 3.11 -0.18 -3.80
C 3.78 0.40 -2.73
C 3.24 0.41 -1.46
C 1.98 -0.16 -1.22
C 1.32 -0.76 -2.30
C 1.87 -0.77 -3.57
N 1.37 -0.18 0.03
N 2.10 0.30 1.03
C 1.41 0.23 2.22
C 2.03 0.73 3.37
C 1.33 0.75 4.57
C 0.02 0.28 4.62
C -0.58 -0.21 3.46
C 0.08 -0.27 2.23
H 3.55 -0.18 -4.79
H 4.75 0.86 -2.89
H 3.76 0.86 -0.63
H 0.38 -1.27 -2.11
H 1.34 -1.25 -4.38
H 3.04 1.11 3.30
H 1.80 1.14 5.46
H -0.53 0.30 5.55
H -1.60 -0.57 3.55
Cl -5.79 4.23 0.46
C -4.12 3.75 0.40
C -3.54 3.12 1.50
C -2.23 2.72 1.44
C -1.45 2.91 0.27
C -0.13 2.43 0.21
C -2.07 3.57 -0.82
C -3.38 3.98 -0.76
H -4.14 2.94 2.39
H -1.77 2.21 2.28
H 0.40 2.19 1.12
H 0.47 2.57 -0.68
H -1.50 3.74 -1.72
H -3.85 4.47 -1.60
N -2.14 -6.35 0.27
C -1.26 -5.63 0.06
N -0.19 -4.89 -0.20
C -0.24 -3.63 0.04
N -0.19 -2.49 0.24
Se -3.01 -0.80 1.10
N -1.79 -0.36 -0.12
C -2.42 0.23 -1.12
C -1.81 0.72 -2.32
C -2.60 1.27 -3.27
C -4.02 1.40 -3.10
C -4.64 0.97 -1.97
C -3.84 0.35 -0.96
N -4.34 -0.14 0.17
H -0.74 0.65 -2.46
H -2.16 1.63 -4.19
H -4.61 1.87 -3.88
H -5.70 1.07 -1.81
*
```